Entry 1:
Here is a cluster of 2 separate species, C27H41OSi in total in a non-equilibrium geometry from OMol25. Energies are from the ωB97M-V functional and the def2-TZVPD basis.

Each line ends with the Mulliken charge.
Geometry (Å):
H  0.5532  -4.7505  -3.4862  0.378
H  -5.2848  3.7969  1.2722  0.379
C  0.0838  -0.5667  -1.3723  0.381
H  2.3168  -1.4220  -3.4548  0.366
H  2.8795  4.2022  4.5495  0.387
C  -0.9589  1.8938  2.0205  0.706
H  1.1425  -2.9659  0.3895  0.299
H  -0.4642  -2.4317  0.9064  0.178
H  3.4023  0.2840  -0.9226  0.320
C  0.1368  1.1213  2.5042  -0.412
H  -2.5466  -3.6833  -0.2707  0.378
C  -0.4785  -3.6216  -0.9024  1.117
C  -0.8964  3.2807  1.7897  -0.689
H  -3.9765  -0.4484  -2.5094  0.490
H  6.3974  4.0217  5.2885  0.248
H  4.3656  0.2473  3.9479  0.472
H  -4.2772  5.1822  0.8760  0.392
H  -2.2111  -4.6755  -1.7008  0.399
C  1.4711  -1.4805  -4.1404  -1.703
H  -4.1857  1.4494  1.0608  0.452
C  -2.9195  -0.5333  -2.2414  -1.649
H  5.2408  4.4841  4.0229  0.373
H  -4.6137  3.9629  -0.3539  0.310
C  -3.2080  3.3443  1.1287  0.941
C  3.8209  2.2851  4.2627  0.811
H  -2.8751  -2.6667  -2.1610  0.278
C  2.3826  0.6020  3.2854  -0.635
C  -1.9950  3.9825  1.3612  -0.947
H  -1.9146  5.0439  1.2035  0.410
C  -1.8102  -4.3367  -0.7426  -1.956
C  -3.2670  1.9630  1.2830  -0.656
H  -0.0565  0.1956  -2.1418  0.465
H  -2.3262  -3.0695  -4.5279  0.397
H  -1.7037  -5.2145  -0.1013  0.482
C  5.3604  3.9360  4.9598  -0.814
H  1.7900  -4.1203  -4.5687  0.456
H  -3.6743  -1.9382  -4.4238  0.470
H  0.9812  -0.5059  -4.1613  0.323
C  1.3361  1.5415  3.1193  0.520
O  5.0834  2.5689  4.7558  -0.410
H  2.2532  0.8031  -2.2489  0.313
C  -2.6130  -2.0684  -4.1945  -1.943
H  0.0413  3.7940  1.8884  0.700
H  -2.3952  0.2966  -2.7199  0.283
C  0.0934  -3.2537  0.4559  -1.664
Si  -0.5332  -2.1734  -2.1687  -0.438
C  2.7587  3.2055  4.1685  -0.545
C  3.5768  0.9669  3.8322  -0.691
H  -0.2643  -2.6683  -4.4844  0.284
C  1.4607  -0.4960  -0.8267  0.188
C  -2.1736  1.2489  1.7092  -0.555
H  0.0327  0.0577  2.3744  0.337
C  1.5587  2.8448  3.6292  -0.704
H  0.0365  -4.1014  1.1418  0.560
H  -2.2397  0.1806  1.8259  0.443
H  -2.8390  -0.4111  -1.1584  0.239
C  1.2440  -3.9201  -3.6443  -1.827
C  -2.3563  -1.8684  -2.7074  1.209
H  -2.0610  -1.3327  -4.7845  0.379
H  1.9708  -3.9201  -2.8305  0.375
C  2.4245  0.2275  -1.3617  -1.264
H  2.2249  -0.4114  2.9598  0.453
C  0.5208  -2.5873  -3.7224  1.156
H  4.7108  4.3444  5.7357  0.334
C  -4.4085  4.1130  0.7060  -1.411
H  -0.6401  -0.3552  -0.5825  -0.512
H  0.7467  3.5471  3.6607  0.765
H  1.8756  -1.6723  -5.1367  0.494
H  0.2234  -4.3054  -1.3969  0.412
H  1.6694  -1.0428  0.0766  -0.077

The value obtained for the energy relative to the best compared isomer or geometry (same formula, charge and spin) is 0.0 kcal/mol. The net charge is +1. The largest force on an atom comes out at 0.0569 hartree/bohr. As for the HOMO energy: -11.011 eV. Its spin multiplicity is 1.

=====

Entry 2:
Here is a structure of composition C27H42BaCl3N4O3SSi in a non-equilibrium geometry from OMol25. Energies are from the ωB97M-V functional and the def2-TZVPD basis.

Each line ends with the Mulliken charge.
Geometry (Å):
C  -2.6100  -2.2511  -4.3199  -1.782
H  1.1085  7.0521  3.7881  0.330
H  -2.5467  -1.5291  0.4517  0.477
H  -2.1804  1.2031  -1.3253  0.189
N  -0.5103  6.5631  2.5686  0.170
H  0.8939  -5.1050  0.3126  0.358
C  -0.2509  -0.8647  5.0911  0.853
H  -0.9981  -4.6360  -2.3776  0.507
H  5.1455  -1.2081  -2.7487  0.335
H  2.5366  -2.8198  -1.6861  -0.038
H  -3.1949  -3.0251  -4.8461  0.419
H  -3.3012  -1.4838  -3.9280  0.389
C  0.9874  -1.0969  3.0114  0.410
C  0.9123  6.5208  2.8461  -0.810
H  -0.9491  2.4756  -1.6769  0.023
H  -1.4963  -1.8521  6.5203  0.339
H  1.3219  -2.5304  1.6362  0.060
H  -0.1994  2.4887  4.3225  0.211
H  -2.6475  0.2818  7.1705  0.332
H  1.2486  5.4839  2.8896  0.163
C  -0.6517  -4.1783  1.4970  -0.833
H  -2.0519  2.4432  6.0542  0.333
Cl  -1.6881  0.7004  1.1336  -0.664
H  -2.5419  -5.0867  -4.7787  0.386
Si  -0.7689  0.5537  -3.2553  0.621
H  4.5620  0.2122  -1.8397  0.331
H  4.1573  -3.5272  -1.9227  0.348
H  -2.4320  2.4348  -2.6453  0.384
C  -1.0662  -2.5473  -0.7420  1.139
H  0.6177  -3.5520  -1.6223  1.211
O  -0.6126  -0.8774  -2.5053  0.011
Cl  2.7650  0.8431  0.2711  -0.633
H  -0.6148  8.6274  2.1083  0.309
C  -1.3770  -4.1199  -3.2563  0.324
C  -1.5102  1.5283  5.7905  -0.642
C  -1.8633  0.3119  6.4115  -0.383
O  -0.7488  4.3120  2.2036  -0.592
H  -0.5607  -4.8844  2.3234  0.385
N  4.0957  -1.6225  -0.9854  0.370
H  -0.9314  -4.5739  -5.3265  0.260
N  0.8951  0.1824  3.3366  -0.148
C  -1.8199  -2.8505  -3.1945  0.642
C  3.5343  -2.9263  -1.2376  -0.554
C  -1.0645  0.4982  -5.1381  -1.349
H  -2.1708  7.7729  2.3118  0.260
C  -0.4837  1.5649  4.8399  -0.247
H  -1.0874  -5.9485  -4.2368  0.394
H  -0.9527  1.5526  -5.4669  0.338
C  -0.0049  -3.4554  -0.7250  -0.403
C  0.1494  -4.3145  0.3646  -1.516
C  0.1329  0.3589  4.4652  -0.168
C  4.4919  -1.2556  0.2816  0.129
H  0.8348  2.3203  -3.9921  0.316
N  1.4049  -1.5402  1.8301  0.404
H  3.9215  -1.8356  1.0589  0.079
C  -1.4965  -4.9636  -4.4696  -1.632
H  1.3835  -0.8946  1.0233  -0.330
H  -2.1619  -2.9639  2.4413  0.392
H  -2.0072  0.1296  -5.5802  0.422
C  -1.5848  -3.1435  1.5396  -0.588
H  1.4558  7.0275  2.0395  0.280
C  -1.2177  5.4638  2.2585  0.097
H  -1.1823  8.2121  3.7209  0.321
H  -2.2780  5.7149  2.0827  0.269
C  4.3280  -0.8029  -2.1428  -0.904
C  -1.1510  7.8624  2.6810  -0.857
C  -1.6967  1.7843  -2.1344  -0.757
C  -1.2315  -0.8943  6.0703  -0.641
H  3.4409  -0.7814  -2.7847  0.161
Cl  1.8683  4.7313  -0.1507  -0.788
H  -2.4704  -1.3860  -1.7768  0.442
O  5.3093  -0.3818  0.5527  -0.583
H  -0.2573  -0.1361  -5.5485  0.312
H  1.1940  1.8022  -2.3264  0.247
H  1.6860  0.7883  -3.7088  0.172
Ba  0.7264  2.3541  1.1608  1.205
H  -1.9387  -1.8284  -5.0852  0.133
C  -1.5364  -1.9029  -2.0381  -0.259
C  -1.8127  -2.3417  0.4239  -0.938
C  0.8951  1.4441  -3.3235  -0.940
H  3.4332  -3.4668  -0.2892  0.261
S  0.4732  -2.2149  4.2529  -0.277

The value obtained for the energy relative to the best compared isomer or geometry (same formula, charge and spin) is 0.0 kcal/mol. The net charge is -1. The largest force on an atom comes out at 0.0478 hartree/bohr. As for the HOMO energy: -5.457 eV. Its spin multiplicity is 1.

=====

Entry 3:
Here is a structure of composition C27H42Cl3HgN4O3Si in a non-equilibrium geometry from OMol25. Energies are from the ωB97M-V functional and the def2-TZVPD basis.

Each line ends with the Mulliken charge.
Geometry (Å):
H  -1.5881  5.1419  0.7021  0.258
C  0.6144  4.3489  -2.5981  -0.789
H  3.0998  0.8221  -3.5263  0.311
H  -1.2630  -4.5960  1.9448  0.382
C  -3.0631  -4.0257  -1.0077  -0.775
H  -2.0861  1.1818  -4.3887  0.179
H  2.7941  -0.0999  -5.0250  0.297
C  -1.1142  -3.6069  2.4101  -1.054
H  -2.3942  -1.1844  -6.4903  0.320
C  0.8990  2.2173  3.6443  0.234
Hg  -0.9473  2.0580  1.0738  1.295
H  0.4286  -2.3475  -1.3932  1.282
O  4.1822  -0.4971  -1.8842  -0.661
C  -0.1303  1.3900  4.1010  -0.326
H  1.3899  -4.2825  3.1248  0.345
C  1.6049  -2.2002  -3.7503  -0.867
C  1.3352  -3.8761  2.1097  -1.030
C  -2.9637  0.5492  -4.2126  -1.206
H  -4.0615  -1.6794  -6.1268  0.300
C  3.3387  -1.3264  -2.2547  0.253
Si  -0.9418  4.5079  -1.6222  0.500
H  -2.8031  -2.9144  -6.3689  0.389
H  -2.1095  6.6870  -1.9798  0.341
H  1.4186  0.5145  -4.0710  0.169
C  -2.6648  -1.9283  -4.4860  0.146
H  -1.9259  -2.9312  2.0982  0.273
C  0.3044  -1.7502  1.5942  0.412
C  2.4319  0.1064  -4.0076  -0.888
C  -0.6486  -4.1873  -0.9416  -1.015
H  -0.6195  -0.3632  5.2427  0.417
Cl  -3.0428  2.2699  2.0588  -0.618
C  -1.6491  -0.8046  -2.4798  0.336
H  -2.1530  -0.0608  -1.8115  -0.239
H  -1.1227  -3.7171  3.5117  0.292
C  -2.9447  -2.7098  -1.4698  -0.094
H  -0.6631  -1.2184  1.4825  0.164
H  0.2597  -4.7721  -0.7705  0.453
C  0.1828  0.2956  4.8964  -0.805
C  -2.5149  -0.8011  -3.7697  0.338
H  0.5032  4.8345  -3.5794  0.361
H  -0.1180  6.0152  0.1524  0.411
H  -3.2402  5.3454  -2.1406  0.293
H  0.5487  -1.8960  -3.7009  0.164
C  -0.6341  5.0429  0.1619  -0.641
N  0.9109  3.3150  2.8003  -0.437
H  -3.5744  1.0380  -3.4435  0.149
N  3.0000  2.8727  3.3631  -0.067
C  -2.2148  5.6630  -2.3677  -1.081
H  1.7104  -0.8230  5.9074  0.373
H  -2.1189  5.7246  -3.4587  0.310
H  0.0019  4.3640  0.7578  -0.195
C  2.5609  0.7990  4.7596  -0.929
C  -1.6880  -2.1554  -1.7246  -0.706
Cl  -1.9483  2.5060  -1.4372  -0.176
N  2.4173  -1.1155  -3.2386  0.380
C  -3.0041  -1.9233  -5.9428  -1.548
C  -0.5420  -2.8481  -1.3371  0.147
H  -2.4736  -2.9108  -4.0412  0.233
H  1.2988  -4.7149  1.4043  0.259
H  -3.8320  -2.1054  -1.6811  0.427
H  -3.5552  0.4925  -5.1293  0.434
H  1.8582  -2.4146  -4.7987  0.369
H  -1.9867  -5.8376  -0.5075  0.385
O  -0.4999  -0.3039  -2.9360  -0.641
H  -4.0519  -4.4519  -0.8429  0.393
C  2.2261  1.9085  4.0012  0.664
H  4.0062  2.9115  3.3846  0.179
H  3.2733  -2.3495  -1.8284  0.246
H  3.6094  0.5929  4.9390  0.359
Cl  1.1222  1.4256  0.1604  -0.622
H  1.7790  -3.0920  -3.1360  0.256
C  1.5079  0.0085  5.2399  -0.440
H  1.4206  4.8466  -2.0379  0.332
C  -1.9070  -4.7875  -0.8044  -0.703
H  -1.1476  1.6066  3.7677  0.611
N  0.1585  -3.0461  1.9695  0.452
O  1.3822  -1.1979  1.3758  -0.697
H  2.2210  -3.2748  1.9055  0.249
H  0.8870  3.2953  -2.7360  0.087
C  2.1739  3.7011  2.6724  -0.369
H  2.5570  4.5698  2.1384  0.412

The value obtained for the energy relative to the best compared isomer or geometry (same formula, charge and spin) is 40.2 kcal/mol. The net charge is -1. The largest force on an atom comes out at 0.0414 hartree/bohr. As for the HOMO energy: -3.376 eV. Its spin multiplicity is 1.